This record from the Open Molecules 2025 dataset describes one molecule with the formula C7H12. The level of theory is ωB97M-V with the def2-TZVPD basis set.

Positions of all 19 atoms, in Å:
C -1.830 -1.350 -1.296
C -1.268 -0.227 -0.408
C 0.102 -0.510 0.237
C 1.328 0.028 -0.567
C 1.776 0.802 0.667
C 0.711 1.727 1.188
C 0.608 0.271 1.475
H -2.712 -1.000 -1.848
H -2.146 -2.214 -0.700
H -1.109 -1.709 -2.042
H -1.179 0.675 -1.030
H -2.005 0.008 0.367
H 0.197 -1.561 0.518
H 1.072 0.649 -1.436
H 2.041 -0.736 -0.890
H 2.808 0.914 0.983
H 1.024 2.354 2.019
H -0.028 2.185 0.532
H 0.661 -0.128 2.487

As for the HOMO-LUMO gap: 10.68 eV. For the energy above the lowest of the compared OMol25 structures with the same formula, charge and spin, the calculation gives 34.4 kcal/mol. The value obtained for the total energy is -273.85367 a.u. The charge is 0. The calculation puts the LUMO energy at 1.23 eV.